Record 1
Entry from the OMol25 dataset: a cluster of 3 separate species, C4H16N2O2 in total at a distorted geometry (ωB97M-V with the def2-TZVPD basis set).

ORCA input file:
```
! wB97M-V def2-TZVPD RIJCOSX def2/J DEFGRID3
* xyz 0 1
N -1.066 1.924 -0.740
C 0.358 2.137 -0.970
C 1.407 1.165 -0.358
C 1.017 0.373 0.903
C 1.572 -1.041 0.952
N 1.549 -1.601 2.330
H -1.348 1.801 0.210
H -1.264 1.088 -1.267
H 0.515 3.186 -0.620
H 0.773 2.191 -2.001
H 1.620 0.493 -1.196
H 2.220 1.873 -0.136
H -0.131 0.172 0.990
H 1.308 1.036 1.709
H 0.894 -1.753 0.466
H 2.547 -0.984 0.469
H 2.070 -1.003 2.955
H 0.577 -1.563 2.625
O -1.581 -1.122 -2.470
H -1.082 -1.779 -1.984
H -1.074 -0.760 -3.202
O -3.755 -2.253 0.239
H -2.846 -2.033 0.468
H -4.281 -1.548 0.629
*
```

## Properties
- Largest force on an atom: 2.58 eV Å⁻¹
- HOMO-LUMO gap: 9.5 eV
- Energy relative to the best compared isomer or geometry (same formula, charge and spin): 1.518 eV
- LUMO: 0.01305 Ha
- HOMO energy: -0.337 Eh
- M: 124.2 g mol⁻¹
- Calculated total energy: -421.935639 a.u.


Record 2
Entry from the OMol25 dataset: a cluster of 2 separate species, C4H16N2O2 in total at a distorted geometry (ωB97M-V with the def2-TZVPD basis set).

ORCA input file:
```
! wB97M-V def2-TZVPD RIJCOSX def2/J DEFGRID3
* xyz 2 1
C 0.866 0.431 1.558
O -0.365 0.571 2.232
C 0.754 1.176 0.211
C -0.075 0.431 -0.848
C -1.563 0.544 -0.538
N -1.964 -0.734 0.178
N 2.181 1.208 -0.277
H 1.714 0.849 2.139
H 1.220 -0.615 1.501
H -0.314 0.002 2.990
H 0.338 2.163 0.402
H 0.303 -0.555 -1.184
H 0.043 0.916 -1.831
H -2.142 0.768 -1.432
H -1.814 1.332 0.173
H -1.567 -0.680 1.126
H -1.657 -1.502 -0.424
H -2.964 -0.917 0.319
H 2.284 1.549 -1.240
H 2.780 1.802 0.288
H 2.562 0.259 -0.345
H 0.174 -3.607 -1.393
H -0.624 -2.696 -2.234
O -0.168 -2.693 -1.370
*
```

## Properties
- Largest force on an atom: 2.13 eV Å⁻¹
- HOMO-LUMO gap: 12.2 eV
- Energy relative to the best compared isomer or geometry (same formula, charge and spin): 0.952 eV
- LUMO: -0.24238 Ha
- HOMO energy: -0.690 Eh
- M: 124.2 g mol⁻¹
- Calculated total energy: -421.382656 a.u.


Record 3
Entry from the OMol25 dataset: a cluster of 3 separate species, C4H16N2O2 in total at a distorted geometry (ωB97M-V with the def2-TZVPD basis set).

ORCA input file:
```
! wB97M-V def2-TZVPD RIJCOSX def2/J DEFGRID3
* xyz 2 1
C 0.770 -0.421 -1.767
C -0.736 -0.372 -1.663
C -1.262 -0.471 -0.240
C -2.406 -1.031 0.127
N -2.964 -1.069 1.473
N 1.404 0.991 -1.521
H 1.225 -1.261 -1.149
H 1.042 -0.490 -2.852
H -1.168 0.427 -2.273
H -0.975 -1.359 -2.155
H -0.664 0.064 0.615
H -2.984 -1.738 -0.475
H -3.988 -0.875 1.431
H -2.892 -2.013 1.872
H -2.534 -0.437 2.165
H 0.720 1.658 -1.883
H 1.524 1.250 -0.483
H 2.194 1.106 -2.135
H 3.189 -0.895 1.420
H 3.496 0.102 2.453
O 2.754 -0.173 1.897
H 1.707 1.385 1.522
H 1.117 2.888 1.110
O 1.209 1.955 0.909
*
```

## Properties
- Largest force on an atom: 2.81 eV Å⁻¹
- HOMO-LUMO gap: 12.0 eV
- Energy relative to the best compared isomer or geometry (same formula, charge and spin): 1.166 eV
- LUMO: -0.23123 Ha
- HOMO energy: -0.671 Eh
- M: 124.2 g mol⁻¹
- Calculated total energy: -421.374780 a.u.


Record 4
Entry from the OMol25 dataset: a cluster of 4 separate species, C4H16N2O4 in total at a distorted geometry (ωB97M-V with the def2-TZVPD basis set).

ORCA input file:
```
! wB97M-V def2-TZVPD RIJCOSX def2/J DEFGRID3
* xyz 0 1
C -1.435 2.048 -0.437
C -1.223 1.074 0.711
C -2.345 0.061 0.693
O -2.171 -1.101 0.407
N 0.117 0.502 0.595
C 0.539 -0.259 1.760
N 1.516 -1.271 1.328
H -1.522 1.540 -1.399
H -2.371 2.612 -0.321
H -0.629 2.774 -0.529
H -1.284 1.620 1.675
H -3.354 0.413 0.953
H 0.181 -0.056 -0.246
H -0.271 -0.777 2.285
H 0.999 0.418 2.501
H 2.171 -0.878 0.657
H 2.021 -1.654 2.110
O 1.463 -1.005 -2.244
H 1.296 -1.092 -3.183
H 0.876 -1.619 -1.740
O -0.104 -2.603 -0.765
H -0.863 -2.136 -0.346
H 0.541 -2.607 -0.026
O 2.120 1.638 -1.707
H 1.783 1.660 -0.800
H 1.948 0.699 -1.936
*
```

## Properties
- Largest force on an atom: 1.07 eV Å⁻¹
- HOMO-LUMO gap: 10.0 eV
- Energy relative to the best compared isomer or geometry (same formula, charge and spin): 0.601 eV
- LUMO: 0.01910 Ha
- HOMO energy: -0.350 Eh
- M: 156.2 g mol⁻¹
- Calculated total energy: -572.476520 a.u.


Record 5
Entry from the OMol25 dataset: a structure of composition C4H16N3SSn at a distorted geometry (ωB97M-V with the def2-TZVPD basis set).

ORCA input file:
```
! wB97M-V def2-TZVPD RIJCOSX def2/J DEFGRID3
* xyz 1 1
C -0.159 0.702 -4.464
Sn -0.393 -0.625 -1.794
N -0.772 -1.954 -0.078
H 0.363 -2.008 -2.410
H 0.085 -2.010 0.456
H -0.739 -0.094 -3.906
H 0.204 0.293 -5.411
H 0.728 0.974 -3.857
H -0.886 1.461 -4.728
H -1.529 -1.601 0.494
H -1.005 -2.872 -0.444
C -1.097 1.354 2.544
N -0.707 1.138 1.138
C 0.538 0.849 0.696
S 0.892 1.232 -0.983
N 1.548 0.288 1.399
C 1.393 -0.595 2.571
H -0.224 1.290 3.195
H -1.855 0.606 2.830
H -1.525 2.356 2.668
H -1.467 1.390 0.462
H 2.526 0.305 1.027
H 1.851 -1.573 2.372
H 1.894 -0.138 3.439
H 0.334 -0.768 2.782
*
```

## Properties
- Largest force on an atom: 3.64 eV Å⁻¹
- HOMO-LUMO gap: 6.9 eV
- Energy relative to the best compared isomer or geometry (same formula, charge and spin): 0.000 eV
- LUMO: -0.12538 Ha
- HOMO energy: -0.380 Eh
- M: 257.0 g mol⁻¹
- Calculated total energy: -938.460982 a.u.


Record 6
Entry from the OMol25 dataset: a cluster of 2 separate species, C4H16N4 in total at a distorted geometry (ωB97M-V with the def2-TZVPD basis set).

ORCA input file:
```
! wB97M-V def2-TZVPD RIJCOSX def2/J DEFGRID3
* xyz 2 1
C -1.352 -1.178 2.185
C 0.254 0.681 1.905
N -0.828 -0.004 1.485
N 1.370 0.047 2.407
N 0.332 2.013 1.671
H -1.581 0.509 1.091
H 1.409 -0.987 2.500
H 2.015 0.589 2.957
H -0.360 2.687 1.450
H 1.310 2.364 1.867
H -0.760 -2.109 2.187
H -2.245 -1.504 1.590
H -1.794 -0.962 3.160
C 0.255 -0.359 -1.776
C -0.423 0.850 -2.321
N 0.771 -1.181 -3.018
H 1.220 0.018 -1.310
H -0.457 -0.967 -1.103
H -1.246 0.620 -3.032
H 0.221 1.585 -2.798
H 1.790 -1.163 -2.801
H 0.535 -2.176 -2.963
H 0.453 -0.777 -3.837
H -0.892 1.405 -1.496
*
```

## Properties
- Largest force on an atom: 5.20 eV Å⁻¹
- HOMO-LUMO gap: 11.6 eV
- Energy relative to the best compared isomer or geometry (same formula, charge and spin): 1.013 eV
- LUMO: -0.23568 Ha
- HOMO energy: -0.663 Eh
- M: 120.2 g mol⁻¹
- Calculated total energy: -380.438669 a.u.


Record 7
Entry from the OMol25 dataset: a cluster of 3 separate species, C4H16NO2 in total at a distorted geometry (ωB97M-V with the def2-TZVPD basis set).

ORCA input file:
```
! wB97M-V def2-TZVPD RIJCOSX def2/J DEFGRID3
* xyz 1 1
C -0.501 -0.096 0.386
C 0.146 1.232 0.821
C -0.984 2.217 1.211
C 1.125 1.000 1.972
N 0.319 -0.749 -0.713
H -0.567 -0.796 1.208
H -1.438 0.175 -0.094
H 0.646 1.636 -0.054
H -1.967 1.768 1.181
H -0.811 2.536 2.242
H -1.052 3.156 0.677
H 1.583 0.019 2.008
H 0.613 1.140 2.941
H 1.880 1.787 2.001
H 0.070 -1.736 -0.628
H 0.122 -0.539 -1.696
H 1.320 -0.613 -0.554
H -0.396 0.785 -3.905
H -1.654 0.198 -3.348
O -0.719 0.330 -3.115
H 1.169 -4.479 -0.196
H 0.417 -4.884 -1.412
O 0.678 -4.089 -0.932
*
```

## Properties
- Largest force on an atom: 2.08 eV Å⁻¹
- HOMO-LUMO gap: 12.4 eV
- Energy relative to the best compared isomer or geometry (same formula, charge and spin): 0.754 eV
- LUMO: -0.10570 Ha
- HOMO energy: -0.562 Eh
- M: 110.2 g mol⁻¹
- Calculated total energy: -367.001791 a.u.


Record 8
Entry from the OMol25 dataset: a cluster of 4 separate species, C4H16NO3 in total at a distorted geometry (ωB97M-V with the def2-TZVPD basis set).

ORCA input file:
```
! wB97M-V def2-TZVPD RIJCOSX def2/J DEFGRID3
* xyz 1 1
C 0.096 -0.133 0.160
C 0.768 -1.470 -0.003
C 2.164 -1.343 0.390
C 3.196 -1.474 -0.442
N -1.344 -0.075 -0.256
H 0.149 0.272 1.243
H 0.508 0.743 -0.457
H 0.345 -2.403 0.558
H 0.543 -1.845 -1.073
H 2.412 -0.782 1.334
H 4.179 -1.062 -0.625
H 2.916 -1.919 -1.527
H -1.530 -0.624 -1.109
H -1.915 -0.461 0.452
H -1.623 0.957 -0.372
H -1.033 2.511 1.258
H -2.149 3.431 0.741
O -1.791 2.481 0.629
H -0.124 2.522 3.476
H 0.751 2.692 2.174
O -0.043 2.233 2.553
H -2.685 -1.989 -2.831
H -1.725 -1.001 -3.525
O -2.064 -1.260 -2.750
*
```

## Properties
- Largest force on an atom: 5.68 eV Å⁻¹
- HOMO-LUMO gap: 10.1 eV
- Energy relative to the best compared isomer or geometry (same formula, charge and spin): 2.130 eV
- LUMO: -0.10016 Ha
- HOMO energy: -0.472 Eh
- M: 126.2 g mol⁻¹
- Calculated total energy: -442.186332 a.u.